[1]
{"formula": "C2H6ClNO2S", "method": "the ωB97M-V functional and the def2-TZVPD basis", "orbital_gap_ev": 10.84, "energy_ev": -31111.615, "relative_energy_kj_mol": 169.1, "lumo_ev": 0.752, "e_homo_ev": -10.1, "smiles": "C[S@@](=N)(=O)OCCl", "elements": ["C", "S", "N", "O", "O", "C", "Cl", "H", "H", "H", "H", "H", "H"], "xyz": [[1.8347, -0.1768, 0.1127], [0.2716, 0.5765, -0.1395], [0.4858, 1.8499, 0.7143], [0.0505, 0.6063, -1.5480], [-0.6795, -0.6302, 0.5579], [-1.7542, -1.0031, -0.1969], [-3.1765, 0.0666, -0.0037], [2.1191, -0.1307, 1.1097], [1.7461, -1.2446, -0.1946], [2.5807, 0.5117, -0.4526], [-0.1516, 2.5408, 1.0550], [-1.3981, -0.8996, -1.2095], [-1.9288, -2.0669, 0.1953]], "forces_ev_per_a": [[0.777, -0.013, -2.366], [1.987, 2.721, 3.104], [-0.081, -2.503, -1.099], [-1.059, -0.254, -0.706], [1.423, 1.928, 0.623], [-0.274, -1.942, 0.259], [0.105, -0.278, 0.102], [0.190, 0.080, 1.912], [0.463, 0.954, -0.234], [-1.328, -1.606, 0.587], [-0.856, -0.086, -0.411], [-0.853, -0.583, -0.704], [-0.493, 1.582, -1.068]]}


[2]
{"formula": "C2H6ClOPS", "method": "the ωB97M-V functional and the def2-TZVPD basis", "orbital_gap_ev": [9.31, 5.67], "energy_ev": -36862.346, "relative_energy_kj_mol": 413.3, "lumo_ev": [-0.424, -1.388], "e_homo_ev": [-9.7, -7.1], "elements": ["C", "C", "O", "P", "S", "Cl", "H", "H", "H", "H", "H", "H"], "xyz": [[-1.2363, -2.1374, 1.2515], [0.4544, 1.5591, -2.0116], [-0.3022, -1.1923, 0.9173], [0.8725, 1.6301, 1.0383], [1.8600, 1.2566, -0.7109], [2.3921, 1.2231, 2.2152], [-2.2227, -1.8552, 0.8170], [-1.4990, -2.2965, 2.2940], [-0.9074, -3.1114, 0.7518], [0.6221, 0.8020, -2.7133], [0.4522, 2.6221, -2.3129], [-0.4856, 1.4998, -1.5365]], "forces_ev_per_a": [[-1.021, -0.195, -1.142], [1.474, 1.883, 2.258], [0.326, -0.306, 0.366], [-1.745, 0.446, -0.645], [-0.866, 0.159, -1.705], [1.270, -0.382, 1.170], [0.406, -0.319, -0.376], [0.855, -0.075, 0.549], [-0.392, 1.011, 0.561], [0.046, -0.656, -1.292], [0.718, -0.737, -0.462], [-1.071, -0.830, 0.716]]}


[3]
{"formula": "C2H6ClOPS", "method": "the ωB97M-V functional and the def2-TZVPD basis", "orbital_gap_ev": [7.50, 5.48], "energy_ev": -36862.192, "relative_energy_kj_mol": 80.5, "lumo_ev": [0.710, -4.188], "multiplicity": 3, "e_homo_ev": [-6.8, -9.7], "elements": ["C", "C", "O", "P", "S", "Cl", "H", "H", "H", "H", "H", "H"], "xyz": [[-0.5167, -1.3196, 2.0393], [0.2165, 1.3052, -1.6115], [-1.6021, -0.4568, 1.6484], [-1.4996, 0.4200, 0.2567], [0.4460, 0.0817, -0.3306], [2.9798, -0.4170, -2.9640], [-0.3177, -2.2266, 1.5017], [-0.6524, -1.5433, 3.1086], [0.2277, -0.5568, 2.0083], [1.1575, 1.8605, -1.5947], [-0.6850, 2.0131, -1.4749], [0.2462, 0.8395, -2.5872]], "forces_ev_per_a": [[-0.611, 1.744, 1.828], [0.171, 1.463, -0.630], [-0.776, -0.899, -0.715], [-0.926, -0.378, 0.883], [0.266, -0.184, -0.054], [-0.014, -0.028, 0.048], [-0.242, -0.160, -0.770], [-0.211, -0.145, -0.425], [1.844, -0.542, 0.115], [-0.351, 0.492, 0.085], [1.457, -1.201, -0.178], [-0.608, -0.161, -0.188]]}


[4]
{"formula": "C2H6ClPS", "method": "the ωB97M-V functional and the def2-TZVPD basis", "orbital_gap_ev": [5.69, 5.68], "energy_ev": -34815.601, "relative_energy_kj_mol": 242.7, "lumo_ev": [-2.754, -2.758], "e_homo_ev": [-8.4, -8.4], "elements": ["C", "C", "P", "S", "Cl", "H", "H", "H", "H", "H", "H"], "xyz": [[-1.8328, 1.3154, -0.6473], [1.7128, -0.9022, 0.4771], [-0.8098, 0.2963, 0.4838], [0.9346, 0.3092, -0.5773], [-0.5484, -2.7876, 1.8588], [-2.8178, 0.8804, -0.8485], [-1.2717, 1.6596, -1.4515], [-1.9440, 2.3005, -0.2270], [1.9566, -0.5456, 1.4655], [2.6302, -1.2113, -0.0668], [0.8540, -1.6572, 0.7520]], "forces_ev_per_a": [[-0.207, -0.170, 1.168], [-0.192, -1.094, 0.177], [0.433, 0.150, -0.334], [-1.543, -0.068, 0.853], [-0.129, 0.674, -0.539], [0.356, 0.109, -0.135], [0.731, -0.365, -2.324], [-0.674, 0.322, 1.209], [0.351, 0.602, 0.115], [-0.782, -0.314, 0.523], [1.655, 0.155, -0.714]]}


[5]
{"formula": "C2H6F2P", "method": "the ωB97M-V functional and the def2-TZVPD basis", "orbital_gap_ev": 7.53, "energy_ev": -16885.742, "relative_energy_kj_mol": 184.4, "charge": 1, "lumo_ev": -8.088, "e_homo_ev": -15.6, "elements": ["C", "C", "F", "F", "P", "H", "H", "H", "H", "H", "H"], "xyz": [[0.4488, 1.8128, 1.5797], [-0.8046, -1.6019, -1.1402], [1.1683, -0.3263, -1.8999], [0.3792, 0.4437, 1.2357], [0.8056, -1.8147, -1.8160], [1.2810, 2.1165, 1.0895], [-0.5239, 2.1248, 1.2843], [0.6530, 1.7619, 2.6535], [-1.1699, -0.7358, -1.7625], [-0.7461, -1.3806, -0.1169], [-1.4917, -2.4004, -1.1071]], "forces_ev_per_a": [[-1.409, -2.761, 2.079], [0.330, 0.765, -2.237], [0.314, 0.031, -0.107], [0.042, -1.304, -0.489], [-0.407, -0.097, 0.412], [2.135, 1.858, -1.647], [-0.370, 1.350, 0.029], [-0.412, 0.743, -0.113], [-0.107, -0.488, 0.904], [0.500, 1.289, 1.882], [-0.616, -1.386, -0.713]]}


[6]
{"formula": "C2H6F2Si", "method": "the ωB97M-V functional and the def2-TZVPD basis", "orbital_gap_ev": [9.99, 7.76], "energy_ev": -15483.344, "relative_energy_kj_mol": 484.4, "lumo_ev": [0.057, -1.242], "e_homo_ev": [-9.9, -9.0], "elements": ["C", "C", "F", "F", "Si", "H", "H", "H", "H", "H", "H"], "xyz": [[-2.9637, -0.6981, -1.2554], [0.6133, 0.8665, 0.6997], [3.3801, 1.1376, 0.0105], [2.3420, -1.1115, -0.2743], [2.3215, 0.2231, 0.6232], [-2.3054, -1.4847, -0.7826], [-2.5940, 0.0002, -1.9747], [-4.0075, -0.8358, -1.0479], [-0.0121, 0.1648, 1.1845], [0.4309, 1.9143, 0.7879], [2.7949, -0.1764, 2.0291]], "forces_ev_per_a": [[0.807, -1.733, 1.085], [1.682, 0.022, -0.119], [1.624, 1.810, -1.016], [-0.079, 0.232, 0.256], [-1.306, -2.433, 1.576], [-0.609, 1.250, -0.783], [0.103, 0.187, -0.159], [-0.283, 0.298, -0.138], [-1.134, -0.352, 0.294], [-0.516, 0.449, -0.046], [-0.288, 0.271, -0.951]]}


[7]
{"formula": "C2H6F3PSi", "method": "the ωB97M-V functional and the def2-TZVPD basis", "orbital_gap_ev": 10.06, "energy_ev": -27495.237, "relative_energy_kj_mol": 0.0, "lumo_ev": 0.632, "e_homo_ev": -9.4, "smiles": "CP(C)[Si](F)(F)F", "elements": ["C", "P", "C", "Si", "F", "F", "F", "H", "H", "H", "H", "H", "H"], "xyz": [[-1.2851, -0.5502, -0.1563], [-0.5499, 1.1065, -0.4930], [1.2608, 0.8391, 0.1013], [-0.4777, 0.8887, -2.6830], [0.3230, 1.7858, -3.7534], [-2.0672, 0.7904, -3.0655], [0.0681, -0.5271, -3.2280], [-2.3999, -0.4367, -0.1139], [-0.9344, -0.8306, 0.7860], [-0.8226, -1.3937, -0.7210], [1.9777, 1.4304, -0.3504], [1.4581, -0.2696, -0.2138], [1.3061, 0.9370, 1.1514]], "forces_ev_per_a": [[-0.277, -0.205, -1.292], [1.052, 0.943, 0.682], [-2.242, -3.781, -1.619], [-0.652, -1.455, -2.015], [-0.664, 0.448, 1.063], [1.338, 0.537, 0.285], [-0.105, 0.031, 0.692], [1.105, -0.585, -0.420], [0.261, 0.031, 2.101], [-1.026, 0.650, -0.411], [1.250, 1.396, -1.033], [0.052, 1.919, 0.819], [-0.092, 0.070, 1.148]]}


[8]
{"formula": "C2H6FN", "method": "the ωB97M-V functional and the def2-TZVPD basis", "orbital_gap_ev": 11.48, "energy_ev": -6377.719, "relative_energy_kj_mol": 90.5, "lumo_ev": 0.962, "e_homo_ev": -10.5, "smiles": "C=NC.F", "elements": ["C", "N", "C", "H", "H", "H", "H", "H", "F", "H"], "xyz": [[1.0657, -0.8784, 0.2427], [0.2993, 0.0696, 0.2364], [-1.1322, -0.2192, 0.1555], [2.1193, -0.7064, 0.2038], [0.8169, -2.0159, 0.1513], [-1.8176, 0.2129, 0.9595], [-1.5425, 0.2520, -0.8393], [-1.3736, -1.2138, 0.2466], [0.8373, 2.7147, -0.6582], [0.7273, 1.7845, -0.6984]], "forces_ev_per_a": [[1.719, -4.200, -0.608], [-2.896, 2.114, 0.010], [-1.547, 3.577, -0.887], [0.766, 0.261, 0.174], [-0.170, 1.844, 0.397], [1.537, 0.223, -0.762], [0.782, -1.088, 1.804], [-0.193, -2.740, -0.411], [0.017, -0.017, -0.311], [-0.014, 0.028, 0.594]]}


[9]
{"formula": "C2H6FN2", "method": "the ωB97M-V functional and the def2-TZVPD basis", "orbital_gap_ev": 12.86, "energy_ev": -7862.661, "relative_energy_kj_mol": 0.0, "charge": 1, "lumo_ev": -3.350, "e_homo_ev": -16.2, "smiles": "CNC(=[NH2+])F", "elements": ["C", "N", "C", "N", "F", "H", "H", "H", "H", "H", "H"], "xyz": [[1.3393, -0.5154, 0.0006], [-0.0702, -0.8559, 0.0005], [-1.0404, 0.0113, -0.0003], [-0.9407, 1.3174, 0.0001], [-2.2561, -0.4761, -0.0001], [1.6107, 0.0114, -0.9155], [1.5882, 0.1030, 0.8631], [1.9221, -1.4294, 0.0563], [-0.3252, -1.8389, -0.0054], [-0.0473, 1.7886, -0.0033], [-1.7806, 1.8840, 0.0039]], "forces_ev_per_a": [[0.532, 0.366, -0.045], [-0.325, -0.299, 0.007], [-0.480, -0.329, 0.004], [0.029, 0.064, -0.001], [0.491, 0.260, -0.002], [-0.027, -0.044, -0.008], [-0.025, -0.038, 0.041], [-0.071, 0.000, 0.004], [-0.153, 0.245, 0.002], [-0.045, -0.093, -0.002], [0.072, -0.132, -0.001]]}


[10]
{"formula": "C2H6FN2", "method": "the ωB97M-V functional and the def2-TZVPD basis", "orbital_gap_ev": 11.63, "energy_ev": -7861.540, "relative_energy_kj_mol": 108.2, "charge": 1, "lumo_ev": -4.273, "e_homo_ev": -15.9, "smiles": "CNC(=[NH2+])F", "elements": ["C", "N", "C", "N", "F", "H", "H", "H", "H", "H", "H"], "xyz": [[-0.3031, 0.3977, 0.9061], [0.6222, 0.8794, -0.0411], [0.8482, 0.2418, -1.2185], [0.2078, -0.9196, -1.6076], [1.7738, 0.7274, -2.0119], [-1.3972, 0.5412, 0.6012], [-0.3414, -0.8088, 1.0084], [-0.2469, 0.8520, 1.8586], [0.9400, 1.8844, 0.1529], [-0.2790, -1.3099, -0.7923], [0.1671, -1.3294, -2.4892]], "forces_ev_per_a": [[-4.037, -3.998, -0.318], [1.426, 0.802, -2.235], [-0.447, -0.766, -0.040], [1.059, 3.715, 4.703], [-1.262, -0.191, 0.695], [1.369, 0.307, 0.006], [0.864, 2.797, 0.162], [0.693, 0.326, 0.900], [0.040, -2.168, -1.006], [-0.135, -0.239, -1.153], [0.430, -0.583, -1.713]]}


Q: What is the formula in the sixth record?
A: C2H6F2Si